The following is a DFT calculation (wB97M-V/def2-TZVPD) of a cluster of 2 separate species, CH2FOPS in total.

Its expectation value of S² is 2.014. As for the HOMO-LUMO gap (spin up / spin down): 8.10 / 8.16 eV. For the calculated total energy, the calculation gives -953.8206 Eh. Its multiplicity is 3. For the HOMO energy (spin up / spin down), the calculation gives -7.94 / -9.77 eV.

Geometry as XYZ:
```
7
CH2FOPS (wB97M-V/def2-TZVPD)
C -0.20 -0.60 0.01
O -3.13 -0.90 -0.93
F -3.83 0.25 1.09
P 0.27 -2.02 0.66
S -4.10 0.09 -0.55
H 0.15 0.08 -0.77
H -1.16 -0.26 0.29
```